1.
{"formula": "C30H60BrN3O6", "method": "ωB97M-V/def2-TZVPD", "homo_ev": -8.05, "lumo_energy_ev": 0.15, "smiles": "CCC(=O)OCC[C@]1(CCCCN(C)C(C)=O)OC(=O)O[C@H]1C[C@H](C)Br.CCN(CC)CC.CCN(CC)CC", "homo_lumo_gap_ev": 8.200, "e_tot_ev": -118868.9611, "species": ["C", "C", "C", "O", "O", "C", "C", "C", "C", "C", "C", "C", "N", "C", "C", "C", "O", "O", "C", "O", "O", "C", "C", "C", "C", "Br", "H", "H", "H", "H", "H", "H", "H", "H", "H", "H", "H", "H", "H", "H", "H", "H", "H", "H", "H", "H", "H", "H", "H", "H", "H", "H", "H", "H", "H", "H", "C", "C", "N", "C", "C", "C", "C", "H", "H", "H", "H", "H", "H", "H", "H", "H", "H", "H", "H", "H", "H", "H", "C", "C", "N", "C", "C", "C", "C", "H", "H", "H", "H", "H", "H", "H", "H", "H", "H", "H", "H", "H", "H", "H"], "coordinates": [[7.666933, -1.761517, 2.519100], [6.213337, -0.999645, 2.319712], [5.353462, -1.597528, 1.053655], [5.292386, -2.951027, 0.927990], [4.646655, -0.810186, 0.031664], [3.402853, -0.216668, 0.625130], [2.151354, -1.018583, -0.054554], [0.712202, -0.240543, -0.043599], [-0.401120, -1.090727, 0.791984], [-1.916049, -1.092047, 0.173835], [-2.733642, -2.303804, 0.987330], [-4.355883, -2.076825, 1.033869], [-4.821180, -0.927452, 1.901037], [-4.193869, -0.985917, 3.286720], [-6.302592, -1.191904, 2.148820], [-7.535502, -0.334943, 1.468127], [-6.677084, -2.186967, 2.997685], [0.331021, -0.348275, -1.492651], [-0.219181, 0.932068, -2.050018], [-0.544609, 1.247456, -3.305985], [-0.333434, 1.961954, -0.963846], [0.686400, 1.425331, 0.001230], [0.993069, 2.217253, 1.382249], [-0.177656, 2.352474, 2.487813], [-0.079249, 1.251417, 3.744479], [-2.061877, 2.349311, 1.859432], [8.120726, -2.110711, 1.488215], [7.542014, -2.740266, 3.186049], [8.470656, -1.078239, 3.051100], [6.458737, 0.155662, 2.211351], [5.583164, -1.200852, 3.303829], [3.459173, 0.928344, 0.391079], [3.449147, -0.408356, 1.779256], [2.115323, -2.096491, 0.454902], [2.461910, -1.237886, -1.186241], [-0.492929, -0.820653, 1.933313], [-0.037614, -2.228342, 0.771779], [-2.515443, -0.096238, 0.300944], [-1.992734, -1.394228, -0.962543], [-2.529457, -3.280105, 0.331182], [-2.225756, -2.504230, 2.021980], [-4.733925, -1.941322, -0.082783], [-4.827413, -3.109943, 1.398705], [-3.930711, -2.119587, 3.525771], [-4.910922, -0.493608, 4.070472], [-3.176661, -0.383937, 3.345196], [-8.459247, -0.416007, 2.214696], [-7.191465, 0.789106, 1.394752], [-7.848559, -0.751836, 0.417574], [1.677157, 1.651148, -0.631636], [1.947663, 1.760661, 1.935324], [1.331524, 3.322497, 1.083024], [-0.011465, 3.404000, 3.031644], [0.110020, 1.809189, 4.759185], [-1.160593, 0.756996, 3.848246], [0.692028, 0.403311, 3.503371], [-6.206841, 3.745252, -0.741061], [-7.626329, 3.674509, -1.287658], [-8.653844, 3.490847, -0.260290], [-9.971983, 3.162922, -0.816445], [-10.660645, 4.220707, -1.672004], [-8.665293, 4.468669, 0.829802], [-8.843179, 5.937343, 0.459109], [-5.959677, 2.854840, -0.150760], [-5.489460, 3.805787, -1.565156], [-6.047964, 4.628625, -0.114680], [-7.654607, 2.817903, -1.973240], [-7.811870, 4.566951, -1.893141], [-10.647478, 2.874122, -0.001046], [-9.865304, 2.254742, -1.422729], [-11.078309, 5.024168, -1.061775], [-11.498530, 3.767551, -2.212957], [-9.992253, 4.657704, -2.418337], [-7.727771, 4.370483, 1.389616], [-9.439528, 4.194465, 1.558305], [-8.244746, 6.229851, -0.407407], [-8.529059, 6.568059, 1.298014], [-9.888773, 6.177366, 0.258549], [6.973498, -1.865949, -2.225950], [8.386132, -1.927091, -2.791144], [9.230212, -2.956284, -2.180165], [10.646779, -2.829122, -2.542798], [11.022416, -3.034583, -4.006296], [8.704640, -4.323040, -2.198054], [8.383290, -4.938265, -3.556102], [6.982384, -1.715290, -1.139855], [6.426308, -1.029718, -2.671746], [6.401121, -2.773255, -2.443026], [8.838548, -0.944049, -2.607992], [8.322525, -2.045535, -3.877152], [11.241483, -3.515263, -1.926266], [10.982091, -1.827765, -2.245136], [11.009826, -4.091162, -4.281715], [12.043370, -2.676305, -4.177529], [10.368339, -2.485916, -4.688847], [7.793480, -4.349031, -1.588882], [9.398199, -4.988041, -1.666929], [7.865911, -4.243731, -4.222789], [7.728348, -5.805889, -3.420033], [9.283447, -5.298369, -4.057245]], "forces_ev_per_angstrom": [[0.2, -1.0, -0.1], [0.4, 0.5, 0.1], [-0.5, -6.9, -1.0], [0.4, 8.8, 0.7], [0.7, -0.9, 3.5], [0.1, -0.2, 0.1], [1.2, -0.1, -0.1], [-1.2, 0.2, -0.9], [-0.5, -0.9, -0.2], [-1.0, -0.8, 0.4], [0.5, 0.0, -1.2], [0.6, -1.8, -0.9], [-1.8, -1.0, 1.0], [1.1, -0.4, 0.7], [-2.7, -4.6, 3.4], [0.7, 0.3, 0.8], [2.4, 6.0, -5.0], [-1.7, 3.7, -1.4], [-1.2, 1.8, -3.5], [2.3, -2.9, 8.7], [1.6, -4.4, -0.9], [3.6, -0.1, -0.5], [-0.3, 1.0, -0.1], [1.5, 0.6, 2.5], [-1.3, -0.1, -0.5], [1.0, 0.2, 0.0], [-1.0, 0.8, 2.0], [0.2, 2.2, -1.6], [-1.9, -1.2, -1.1], [-1.0, -2.4, 0.1], [1.2, 0.6, -2.2], [-0.3, -2.2, 0.4], [-0.3, 0.6, -2.1], [-0.2, 2.5, -1.0], [-0.8, 0.8, 2.5], [0.4, -0.2, -2.3], [-0.8, 2.5, 0.0], [1.4, -1.7, -0.1], [0.6, 0.7, 2.3], [-0.6, 2.0, 1.6], [-1.3, 0.5, -1.8], [0.8, 0.0, 2.3], [0.9, 2.2, -0.5], [-0.8, 2.4, 0.0], [1.4, -1.2, -1.5], [-2.1, -1.1, -0.5], [2.2, 0.0, -1.7], [-0.8, -2.3, -0.1], [0.8, 0.8, 2.1], [-1.8, -0.5, 1.5], [-2.2, 0.7, -1.4], [-0.9, -2.4, 0.5], [-0.6, -2.3, -1.5], [0.0, -1.2, -2.1], [2.5, 0.9, -0.2], [-1.3, 1.7, 0.7], [0.1, 0.1, 0.2], [0.0, -0.1, 0.2], [-0.3, -0.3, 0.1], [0.2, -0.2, 0.0], [-0.3, 0.2, -0.1], [0.3, -0.2, 0.1], [-0.1, 0.4, 0.1], [-0.1, 0.1, -0.1], [-0.1, 0.0, 0.1], [0.0, -0.1, 0.0], [-0.3, 0.1, 0.1], [0.0, 0.1, -0.2], [0.2, 0.1, 0.0], [0.2, 0.1, 0.0], [0.1, 0.0, -0.1], [0.1, 0.0, 0.0], [0.0, 0.0, 0.1], [0.0, -0.1, -0.2], [0.0, -0.1, -0.3], [0.0, -0.1, 0.0], [0.0, -0.1, -0.1], [0.1, 0.0, -0.1], [-0.1, -0.1, 0.1], [0.0, -0.1, 0.2], [0.4, 0.0, 0.2], [-0.1, 0.2, 0.2], [0.3, -0.1, -0.3], [-0.3, 0.1, 0.3], [0.0, -0.3, -0.2], [0.1, -0.1, -0.2], [0.1, -0.1, 0.0], [0.1, 0.1, 0.1], [0.2, -0.2, 0.0], [0.0, 0.1, -0.2], [-0.3, 0.0, 0.0], [-0.2, 0.0, 0.0], [-0.1, 0.1, 0.0], [-0.1, 0.0, 0.0], [0.0, -0.1, 0.1], [0.1, 0.2, -0.1], [0.1, 0.3, -0.1], [0.0, 0.0, 0.1], [0.1, 0.1, 0.0], [-0.1, 0.1, -0.1]]}


2.
{"formula": "C3H9N2", "method": "ωB97M-V/def2-TZVPD", "homo_ev": -12.48, "relative_energy_kcal_mol": 149.7, "lumo_energy_ev": -5.71, "homo_lumo_gap_ev": 6.775, "charge": 1, "e_tot_ev": -6224.5581, "species": ["C", "N", "H", "H", "H", "H", "C", "C", "N", "H", "H", "H", "H", "H"], "coordinates": [[-1.801975, -0.034171, 0.965980], [-1.676295, -1.170725, 0.319852], [-0.857924, 0.211636, 1.761159], [-2.573313, 1.007620, 0.956638], [-1.934516, -0.981913, -0.648711], [-1.142139, -2.004372, 0.756421], [1.567907, 0.270667, 0.737705], [1.064079, 0.651126, -1.731742], [0.764830, 0.358261, -0.484689], [1.709061, -0.741032, 0.914661], [1.246553, 1.006500, 1.628640], [2.541947, 0.492530, 0.351000], [0.376544, 1.320394, -2.148819], [2.033977, 0.050154, -2.248790]], "forces_ev_per_angstrom": [[2.9, 2.5, 2.9], [-0.6, 1.9, 1.4], [-3.3, -1.1, -1.5], [2.1, -3.6, -1.2], [-0.5, -1.8, -0.2], [-0.7, 2.0, -1.6], [0.1, 1.4, -1.4], [2.8, -4.3, 3.8], [-1.2, 3.5, -1.5], [-0.2, -2.1, 1.6], [0.5, -1.9, -2.2], [1.0, 0.8, 0.7], [-0.9, 0.3, -1.8], [-2.3, 2.4, 1.0]]}


3.
{"formula": "C21H23BiIN3O5SSe2", "method": "ωB97M-V/def2-TZVPD", "homo_ev": -1.03, "relative_energy_kcal_mol": 27.2, "lumo_energy_ev": 4.41, "homo_lumo_gap_ev": 5.439, "charge": -2, "e_tot_ev": -192327.5904, "species": ["Bi", "C", "C", "C", "C", "C", "C", "N", "C", "C", "C", "C", "C", "N", "C", "C", "C", "C", "C", "C", "N", "H", "H", "H", "H", "H", "H", "H", "H", "H", "H", "H", "H", "H", "H", "H", "Se", "O", "S", "C", "C", "C", "C", "H", "H", "H", "H", "H", "H", "H", "H", "I", "O", "Se", "O", "O", "O"], "coordinates": [[0.749641, 0.350507, -0.922667], [-1.510602, -2.514155, 1.821553], [-2.034586, -1.111445, 1.859598], [-3.362040, -0.807845, 1.571976], [-3.744004, 0.518756, 1.483101], [-2.799870, 1.505544, 1.696298], [-1.509073, 1.112851, 2.031921], [-1.140483, -0.159933, 2.120436], [-0.433963, 2.121609, 2.264861], [-0.723766, 3.395359, 2.744992], [0.317660, 4.292931, 2.897679], [1.604575, 3.893267, 2.584587], [1.802969, 2.590936, 2.129036], [0.800810, 1.736763, 1.975314], [3.162429, 2.071040, 1.769368], [4.220580, 2.925327, 1.485136], [5.434982, 2.363230, 1.126120], [5.547465, 0.989936, 1.052977], [4.433697, 0.202943, 1.350802], [4.456303, -1.286118, 1.212652], [3.278862, 0.747523, 1.723228], [-2.322340, -3.242958, 1.794157], [-0.878521, -2.701064, 2.689178], [-0.883724, -2.636083, 0.930366], [-4.060932, -1.606222, 1.355539], [-4.756008, 0.783446, 1.199872], [-3.036452, 2.548229, 1.544174], [-1.739125, 3.675096, 2.986773], [0.128680, 5.297111, 3.258766], [2.435096, 4.572658, 2.704188], [4.094657, 3.997580, 1.494399], [6.275227, 2.998145, 0.872313], [6.467417, 0.520151, 0.732135], [5.466919, -1.684176, 1.312375], [4.064321, -1.574423, 0.230571], [3.799769, -1.736884, 1.955131], [-0.794822, 2.280576, -1.527942], [-1.728422, -0.934992, -1.077364], [-1.884980, -1.939016, -2.177158], [-3.683493, -2.311984, -2.228187], [-4.179928, -2.165888, -3.676522], [-2.935506, -1.972442, -4.554189], [-2.013526, -1.069088, -3.753555], [-4.116989, -1.578880, -1.546609], [-3.829970, -3.309754, -1.817432], [-4.813153, -1.279381, -3.753069], [-4.777245, -3.022495, -3.995067], [-3.164768, -1.572524, -5.542823], [-2.436802, -2.936349, -4.698256], [-2.444379, -0.090485, -3.525182], [-1.008731, -0.951821, -4.146290], [3.072756, 1.536025, -2.170301], [0.789785, -2.865858, -0.679912], [1.465055, -2.637149, -2.160972], [0.974550, -3.731631, -3.266774], [0.821191, -1.123320, -2.673736], [3.082794, -2.473176, -2.067538]], "forces_ev_per_angstrom": [[-0.6, -0.2, -0.2], [0.0, 0.0, 0.0], [0.0, -0.1, 0.0], [0.0, 0.0, 0.0], [0.0, 0.0, 0.0], [0.0, 0.0, 0.0], [0.0, 0.1, 0.0], [0.0, 0.0, 0.0], [-0.2, 0.0, 0.0], [0.0, 0.0, 0.0], [0.0, 0.0, 0.0], [0.0, 0.0, 0.0], [0.2, 0.0, 0.0], [0.0, 0.0, 0.0], [-0.1, 0.1, 0.1], [0.0, 0.0, 0.0], [0.0, 0.0, 0.0], [0.0, -0.1, 0.0], [0.0, 0.1, -0.1], [-0.1, -0.1, 0.0], [0.0, -0.1, 0.0], [0.0, 0.0, 0.0], [0.0, 0.0, 0.0], [0.0, 0.0, 0.0], [0.0, 0.0, 0.0], [0.0, 0.0, 0.0], [0.0, 0.0, 0.0], [0.0, 0.0, 0.0], [0.0, 0.0, 0.0], [0.0, 0.0, 0.0], [0.0, 0.0, 0.0], [0.0, 0.0, 0.0], [0.0, 0.0, 0.0], [0.0, 0.0, 0.0], [0.0, 0.0, -0.1], [0.0, 0.0, 0.0], [0.1, -0.2, 0.0], [-0.1, -0.1, 0.1], [0.3, 0.0, 0.1], [-0.1, 0.1, 0.0], [0.0, 0.0, 0.0], [0.1, -0.1, 0.1], [-0.1, 0.0, 0.0], [-0.1, 0.0, 0.0], [0.0, 0.0, 0.0], [0.0, 0.0, 0.0], [0.0, 0.0, 0.0], [0.0, 0.0, 0.0], [0.0, 0.0, -0.1], [0.0, 0.0, -0.1], [0.1, 0.0, 0.0], [0.6, 0.3, -0.1], [0.1, 0.0, -0.2], [0.1, -0.1, 0.1], [0.0, 0.2, 0.1], [-0.1, 0.2, 0.4], [-0.3, -0.1, 0.0]]}